No. 1
DFT (ωB97M-V with the def2-TZVPD basis set) results for the ion C3H7N3O2 with charge +1 at a distorted geometry.

```
15
Properties=species:S:1:pos:R:3
H 0.56787 1.12778 1.37310
C 0.59974 0.66850 -0.72324
N 0.78036 0.45449 0.75827
C -0.97885 0.79349 -0.97125
H 0.96694 1.71301 -0.92420
H 1.17056 0.03080 -1.45073
N -1.14394 1.59903 -2.10419
H -1.92530 2.28467 -2.35004
H 0.76010 -2.73603 0.61223
N 0.86480 -1.84932 0.26096
C 0.69517 -0.83296 1.30616
O 1.08340 -1.15034 2.41867
O -1.91587 0.24222 -0.40461
H 0.26000 -1.68853 -0.49524
H -0.54523 1.32969 -2.95282
```

Computed properties:
spin multiplicity = 2
Kohn-Sham gap (spin up / spin down) = 11.28 / 5.52 eV
largest force on an atom = 0.1230 hartree/bohr
LUMO (spin up / spin down) = -3.8 / -9.5 eV
HOMO energy (spin up / spin down) = -15.10 / -15.01 eV
total charge = +1
expectation value of S² = 0.78

***

No. 2
DFT (ωB97M-V with the def2-TZVPD basis set) results for an isolated molecule of C3H7N3OS at a distorted geometry.

```
15
Properties=species:S:1:pos:R:3
H 1.04977 -2.60699 1.53707
H -2.17581 -0.28652 -0.53784
C -0.24918 -0.35003 -0.27801
H 1.56981 1.37542 1.38313
O -0.26361 2.54219 -2.58742
N -1.43208 -0.76029 -0.03485
C 0.32110 -1.59711 1.46803
H -1.67654 1.39208 -1.55351
N 0.13772 0.61149 -1.26617
S 2.12801 0.26761 0.67688
C -0.66914 1.64564 -1.76410
H -0.94922 -1.74574 1.14401
H 0.14841 -0.86293 2.46003
N 0.80277 -0.77983 0.47948
H 1.25798 1.15502 -1.12672
```

Computed properties:
SMILES = [H]/N=C(\NC=O)N(C)S
Kohn-Sham gap = 9.80 eV
largest force on an atom = 0.1096 hartree/bohr
LUMO = 0.3 eV
HOMO energy = -9.52 eV

***

No. 3
DFT (ωB97M-V with the def2-TZVPD basis set) results for an isolated molecule of C3H7N3OS at a distorted geometry.

```
15
Properties=species:S:1:pos:R:3
C -0.00744 -0.21200 0.62800
H -1.72890 -1.58846 -3.10407
H 1.23580 1.69272 2.09335
C 1.10335 0.84265 0.10414
O 0.79087 -2.41187 -2.30483
N 0.17841 -1.50599 -0.04131
N 1.36234 0.77153 -1.09930
H -2.11360 -0.40397 -1.70433
N 1.61906 1.56917 1.12986
H -0.02826 -0.24246 1.69506
C -1.51240 -1.18892 -2.08653
H 0.97739 -1.97215 0.30498
H 2.12059 2.45338 0.92590
S 0.10454 -1.28698 -1.68853
H -1.05973 0.00133 0.31389
```

Computed properties:
Kohn-Sham gap (spin up / spin down) = 7.64 / 7.54 eV
largest force on an atom = 0.0716 hartree/bohr
LUMO (spin up / spin down) = -0.5 / -0.7 eV
HOMO energy (spin up / spin down) = -8.14 / -8.24 eV

***

No. 4
DFT (ωB97M-V with the def2-TZVPD basis set) results for a structure of composition C3H7N3OS at a distorted geometry.

```
15
Properties=species:S:1:pos:R:3
H -0.13620 2.11004 -0.16612
H 2.40355 0.32964 1.42308
N 1.54018 1.00924 -0.43548
C -0.70672 0.20497 0.19256
H -3.94374 0.22360 -0.50339
O -1.93403 0.64915 0.10905
H -2.92325 -0.99577 0.99602
N 0.31012 1.23653 0.19238
N 3.41300 -0.73260 -0.13290
H 3.72828 -1.66600 0.55832
H -2.49173 -1.01921 -1.06815
H 1.37697 0.39835 -1.29861
C 2.43805 0.12458 0.23123
C -2.89834 -0.49894 -0.05380
S -0.17614 -1.37357 -0.04421
```

Computed properties:
Kohn-Sham gap = 9.04 eV
largest force on an atom = 0.1373 hartree/bohr
LUMO = 0.4 eV
HOMO energy = -8.60 eV

***

No. 5
DFT (ωB97M-V with the def2-TZVPD basis set) results for an isolated molecule of C3H7N3OS at a distorted geometry.

```
15
Properties=species:S:1:pos:R:3
H -2.14122 0.79442 -1.30536
H 1.90814 0.19585 -0.39138
N 2.21832 -1.56765 0.01974
H 0.75781 -2.56394 0.93974
H 0.65434 1.34486 1.27788
C -0.30498 -1.03335 -0.03327
N 0.64664 1.14083 0.26872
C 0.99477 -1.67601 0.37843
H -2.37133 0.50340 0.58863
H 0.45317 2.02926 -0.23370
S -1.63550 -1.98595 -0.22382
C -1.71188 0.96971 -0.23505
O 2.53288 -0.47826 -0.74767
N -0.41476 0.28173 -0.13484
H -1.58642 2.04510 -0.16805
```

Computed properties:
SMILES = CN(N)C(=S)/C=N\O
Kohn-Sham gap = 8.67 eV
largest force on an atom = 0.0490 hartree/bohr
LUMO = 0.0 eV
HOMO energy = -8.70 eV

***

No. 6
DFT (ωB97M-V with the def2-TZVPD basis set) results for an isolated molecule of C3H7N3S at a distorted geometry.

```
14
Properties=species:S:1:pos:R:3
H 1.83087 0.02979 -0.94923
N -0.54284 1.11972 1.33283
H -2.33188 -1.48610 0.80129
C 0.93915 0.62178 -0.74500
C 1.56663 1.30499 0.62449
H 2.32317 0.50304 1.01686
N 0.52872 1.54315 1.38157
H -2.53457 -2.74887 -0.35978
S -0.31864 -1.62903 -0.20668
H -2.35867 -1.00550 -1.06367
C -2.06081 -1.72816 -0.29927
H 2.15965 2.18615 0.50920
H 0.98503 1.36769 -1.44257
N -0.18581 -0.07864 -0.60005
```

Computed properties:
Kohn-Sham gap (spin up / spin down) = 7.85 / 7.20 eV
largest force on an atom = 0.1154 hartree/bohr
LUMO (spin up / spin down) = 0.6 / 0.2 eV
HOMO energy (spin up / spin down) = -7.20 / -7.05 eV

***

No. 7
DFT (ωB97M-V with the def2-TZVPD basis set) results for an isolated molecule of C3H7N3S at a distorted geometry.

```
14
Properties=species:S:1:pos:R:3
C -0.38558 -0.23156 0.70153
H -1.44566 -1.83805 3.04366
H 1.51290 -2.19107 0.07433
H 2.51719 -1.00147 -0.77591
N -1.46417 -0.95375 2.57389
S -0.45212 1.65431 -1.76799
H -2.36721 -0.81519 2.07236
H 2.31072 -0.84263 0.94539
C 1.80625 -1.14318 0.00877
N -0.35711 -1.00739 1.70318
H -1.22308 0.42034 0.46103
N 0.66412 -0.24269 -0.24686
H 1.57406 0.35906 -1.94697
C 0.65519 0.51922 -1.34323
```

Computed properties:
SMILES = CN(C=S)/C=N/N
Kohn-Sham gap = 8.81 eV
largest force on an atom = 0.0278 hartree/bohr
LUMO = 0.4 eV
HOMO energy = -8.44 eV

***

No. 8
DFT (ωB97M-V with the def2-TZVPD basis set) results for an isolated molecule of C3H7N3S at a distorted geometry.

```
14
Properties=species:S:1:pos:R:3
N 0.46612 0.67495 -0.22174
H 2.48711 0.36369 -0.33861
H -1.43059 0.20453 -0.70553
C 1.76245 0.43695 0.43727
H 1.72033 -0.51850 1.02180
C -0.56232 -0.14449 -0.12571
H 0.17403 1.60476 -1.85692
N -0.52177 -1.28248 0.54085
H 1.97048 1.33250 1.12592
H -0.39456 2.42204 -0.55763
C -1.66752 -2.00214 0.49043
N 0.41240 1.86842 -0.93312
S -1.91955 -3.42269 1.25268
H -2.49661 -1.53753 -0.12971
```

Computed properties:
SMILES = CN(N)/C=N/C=S
Kohn-Sham gap = 8.19 eV
largest force on an atom = 0.0391 hartree/bohr
LUMO = 0.1 eV
HOMO energy = -8.06 eV

***

No. 9
DFT (ωB97M-V with the def2-TZVPD basis set) results for a cluster of 2 separate species, C3H7N3S in total at a distorted geometry.

```
14
Properties=species:S:1:pos:R:3
H -0.57697 1.33740 1.37862
H -2.28081 -2.10850 0.16385
C -2.25498 1.18363 -0.00409
N -2.19541 -1.15518 0.32578
H 1.11491 -0.08932 1.07944
H 0.93776 0.98797 -1.03993
H 0.05569 -0.49333 -1.58816
C 0.81817 -0.17452 -0.98553
N -1.19492 -0.59117 0.93937
H -2.30950 2.24922 -0.31395
H 1.80726 -0.50685 -1.48047
C -1.29095 0.73579 0.82008
N 0.72259 -0.71817 0.36140
S -3.20518 -0.09509 -0.63334
```

Computed properties:
Kohn-Sham gap (spin up / spin down) = 7.13 / 7.95 eV
largest force on an atom = 0.1015 hartree/bohr
LUMO (spin up / spin down) = 0.5 / 0.6 eV
HOMO energy (spin up / spin down) = -6.61 / -7.38 eV

***

No. 10
DFT (ωB97M-V with the def2-TZVPD basis set) results for the ion C3H7N4 with charge +1 at a distorted geometry.

```
14
Properties=species:S:1:pos:R:3
H -0.01789 2.49153 -0.80181
H 2.45506 -1.28623 0.22583
C 1.82611 -0.36110 0.01551
N -1.62896 -1.19396 0.14424
N -1.93497 0.10263 -0.05601
H 2.22953 0.44370 0.69012
C -0.30838 -1.38882 0.19589
N 0.40308 -0.36878 0.17682
N -0.62306 2.11298 -0.11880
H 1.96547 -0.05482 -1.09988
H -1.17666 2.78832 0.45304
H 0.05454 -2.31273 0.26319
C -0.90726 0.82641 -0.06679
H -2.33661 -1.79914 -0.02134
```

Computed properties:
SMILES = C[n+]1c[nH]nc1N
Kohn-Sham gap = 11.19 eV
largest force on an atom = 0.0784 hartree/bohr
LUMO = -3.2 eV
HOMO energy = -14.39 eV
total charge = +1

***

The records above give, respectively, energy above the lowest of the compared OMol25 structures with the same formula, charge and spin values of 58.5 105.3 134.6 134.1 94.6 122.8 40.8 53.1 130.1 48.3 kcal per mole.